Record 1
Here is a cluster of 4 separate species, C24H46F5N3O3S in total in a non-equilibrium geometry from the Open Molecules 2025 dataset. Energies are from ωB97M-V/def2-TZVPD.

Element x y z (Å)
O1 -5.536 2.030 1.658
C1 -5.058 0.801 1.392
O2 -5.730 -0.493 1.195
C2 -4.822 -1.599 0.825
O3 -5.113 -2.878 0.478
C3 -3.283 -1.027 0.963
C4 -1.842 -1.824 0.809
F1 -2.171 -3.296 0.809
F2 -1.147 -1.569 -0.482
C5 -0.884 -1.595 2.140
F3 0.171 -0.569 1.929
F4 -1.759 -1.288 3.333
F5 -0.186 -2.882 2.508
C6 -3.464 0.418 1.275
S1 -2.204 1.801 1.553
H1 -2.450 2.682 0.453
C7 -10.123 7.350 0.444
C8 -9.215 6.288 -0.173
N1 -7.894 6.195 0.457
C9 -6.946 5.379 -0.308
C10 -7.256 3.894 -0.464
C11 -7.878 5.975 1.905
C12 -8.577 4.728 2.438
H2 -9.643 8.335 0.434
H3 -11.051 7.423 -0.131
H4 -10.398 7.105 1.473
H5 -9.085 6.558 -1.228
H6 -9.739 5.324 -0.157
H7 -5.943 5.486 0.124
H8 -6.861 5.813 -1.313
H9 -7.053 3.341 0.456
H10 -6.612 3.464 -1.239
H11 -8.291 3.711 -0.764
H12 -8.326 6.850 2.391
H13 -6.841 5.976 2.263
H14 -9.549 4.558 1.971
H15 -8.749 4.836 3.514
H16 -7.964 3.834 2.304
C13 5.069 0.039 -3.729
C14 4.530 0.232 -2.314
N2 3.068 0.176 -2.222
C15 2.554 0.631 -0.926
C16 2.915 -0.190 0.307
C17 2.427 -1.027 -2.757
C18 2.838 -2.371 -2.163
H17 4.632 0.766 -4.422
H18 6.154 0.181 -3.735
H19 4.873 -0.968 -4.109
H20 4.868 1.220 -1.979
H21 5.004 -0.504 -1.653
H22 1.461 0.723 -0.980
H23 2.909 1.658 -0.763
H24 2.339 -1.116 0.357
H25 2.676 0.380 1.212
H26 3.980 -0.434 0.350
H27 2.611 -1.062 -3.838
H28 1.337 -0.926 -2.678
H29 3.918 -2.460 -2.031
H30 2.524 -3.178 -2.833
H31 2.353 -2.551 -1.201
C19 7.724 -6.502 1.749
C20 8.058 -5.316 0.848
N3 7.117 -5.126 -0.260
C21 7.593 -4.169 -1.264
C22 7.767 -2.717 -0.831
C23 5.703 -4.997 0.101
C24 5.316 -3.865 1.048
H32 7.650 -7.430 1.170
H33 8.513 -6.635 2.495
H34 6.787 -6.353 2.292
H35 9.057 -5.503 0.435
H36 8.138 -4.414 1.468
H37 6.929 -4.199 -2.138
H38 8.560 -4.527 -1.641
H39 6.807 -2.206 -0.739
H40 8.343 -2.175 -1.589
H41 8.309 -2.625 0.114
H42 5.376 -5.943 0.549
H43 5.099 -4.914 -0.812
H44 6.003 -3.768 1.891
H45 4.321 -4.059 1.462
H46 5.262 -2.906 0.529

Forces on atoms 1 to 6 (eV/Å):
O 2.79 -9.36 -1.94
C 0.24 3.80 0.98
O 1.37 0.29 -0.57
C 0.94 -5.48 -1.06
O 1.24 9.77 2.61
C -1.34 4.38 0.66

Calculated values
**Multiplicity**: 1
**SMILES string**: O=C1OC(=O)C(C(F)(F)C(F)(F)F)=C1S.CCN(CC)CC.CCN(CC)CC.CCN(CC)CC
**Lowest unoccupied orbital energy**: -0.10539 hartree
**Gap between HOMO and LUMO**: 5.22 eV


Record 2
Here is a structure of composition C23H16BF13N4OPSn from the Open Molecules 2025 dataset. Energies are from ωB97M-V/def2-TZVPD.

Element x y z (Å)
Sn1 2.666 0.091 -1.587
N1 5.103 0.700 1.746
C1 6.262 1.248 1.360
N2 7.056 1.732 2.376
N3 6.763 1.369 0.132
C2 5.905 1.062 -0.825
N4 5.025 0.832 -1.540
H1 4.698 1.100 2.578
H2 4.346 0.358 1.080
H3 7.068 1.166 3.209
H4 7.976 1.990 2.055
F1 -6.316 3.020 0.624
C3 -5.884 2.898 -0.650
F2 -6.844 2.210 -1.307
F3 -5.862 4.134 -1.173
C4 -4.555 2.208 -0.725
C5 -3.420 2.884 -1.132
C6 -2.199 2.215 -1.182
C7 -2.119 0.878 -0.815
C8 -3.273 0.207 -0.402
C9 -4.485 0.865 -0.357
P1 -0.451 0.103 -0.879
C10 -0.796 -1.552 -1.575
C11 -0.020 -2.644 -1.189
C12 -0.217 -3.891 -1.763
C13 -1.187 -4.053 -2.740
C14 -1.943 -2.967 -3.161
C15 -1.743 -1.725 -2.585
C16 -1.406 -5.386 -3.388
F4 -0.836 -5.457 -4.610
F5 -2.717 -5.651 -3.568
F6 -0.897 -6.402 -2.667
C17 -0.253 -0.251 0.912
C18 0.519 0.655 1.630
C19 0.667 0.512 3.003
C20 0.054 -0.544 3.655
C21 -0.708 -1.465 2.946
C22 -0.862 -1.313 1.580
C23 0.214 -0.736 5.132
F7 -0.967 -0.990 5.739
F8 1.015 -1.784 5.426
F9 0.742 0.337 5.746
H5 -3.475 3.926 -1.414
H6 -1.308 2.744 -1.502
H7 -3.223 -0.836 -0.115
H8 -5.379 0.344 -0.036
H9 0.748 -2.521 -0.433
H10 0.385 -4.732 -1.449
H11 -2.686 -3.092 -3.938
H12 -2.328 -0.881 -2.928
H13 1.007 1.474 1.120
H14 1.267 1.221 3.556
H15 -1.184 -2.290 3.461
H16 -1.463 -2.030 1.036
O1 2.964 0.075 0.261
F10 0.366 3.686 -2.157
B1 1.708 3.770 -1.749
F11 1.805 4.358 -0.495
F12 2.476 4.424 -2.694
F13 2.199 2.396 -1.632

Forces on atoms 1 to 6 (eV/Å):
Sn 0.42 0.21 -0.11
N 0.08 0.23 -0.42
C 0.08 -0.11 -0.03
N 0.23 0.04 -0.07
N -0.26 -0.35 0.22
C -0.64 0.21 0.69

Calculated values
**Multiplicity**: 1
**Energy above the lowest of the compared OMol25 structures with the same formula, charge and spin**: 0.0 kcal/mol
**Charge**: -1
**Lowest unoccupied orbital energy**: 0.08509 hartree
**Gap between HOMO and LUMO**: 7.91 eV


Record 3
Here is a structure of composition C12H30Cl2NNdO2P2 in a non-equilibrium geometry from the Open Molecules 2025 dataset. Energies are from ωB97M-V/def2-TZVPD.

Element x y z (Å)
C1 1.287 2.965 -2.535
C2 1.233 1.906 -1.517
H1 2.227 2.858 -3.126
H2 1.233 3.943 -2.048
H3 0.408 2.865 -3.160
O1 2.072 1.226 -0.974
Cl1 -0.690 1.520 -0.994
Nd1 -0.878 -0.892 0.849
P1 0.210 1.368 2.473
C3 1.754 1.211 3.453
C4 0.478 3.055 1.795
H4 0.618 3.744 2.642
H5 -0.640 2.572 4.414
H6 -0.391 3.371 1.201
H7 -1.965 2.013 3.338
H8 2.609 1.235 2.760
H9 1.369 3.077 1.153
C5 -1.007 1.737 3.805
H10 1.808 2.064 4.147
H11 -1.161 0.847 4.437
H12 1.759 0.264 4.015
P2 -0.759 -1.739 -2.046
C6 0.365 -3.110 -2.463
C7 -2.382 -2.501 -2.398
H13 -1.242 0.212 -3.465
H14 -0.761 -1.231 -4.409
H15 0.472 -0.251 -3.563
C8 -0.552 -0.643 -3.502
H16 -3.168 -1.750 -2.250
H17 -2.379 -2.833 -3.441
H18 0.100 -3.481 -3.458
H19 0.260 -3.916 -1.725
H20 -2.581 -3.347 -1.721
H21 1.402 -2.750 -2.459
Cl2 -2.873 -2.367 1.418
C9 2.716 -4.244 3.043
N1 1.813 -3.205 2.503
C10 0.614 -2.788 3.297
C11 2.004 -2.681 1.300
C12 3.181 -2.939 0.429
O2 1.068 -1.899 0.859
H22 2.317 -4.570 4.014
H23 3.740 -3.842 3.195
H24 2.778 -5.127 2.377
H25 0.688 -1.715 3.568
H26 -0.324 -2.978 2.739
H27 0.621 -3.386 4.214
H28 2.864 -3.475 -0.474
H29 3.710 -2.019 0.121
H30 3.953 -3.560 0.895

Forces on atoms 1 to 6 (eV/Å):
C 0.14 -0.05 -0.50
C 2.90 -2.84 2.24
H -0.68 0.10 0.59
H 0.09 -0.06 0.04
H -0.06 0.12 -0.27
O -3.39 2.39 -1.82

Calculated values
**Multiplicity**: 4
**Energy above the lowest of the compared OMol25 structures with the same formula, charge and spin**: 0.0 kcal/mol
**Charge**: +2
**Lowest unoccupied orbital energy (spin up / spin down)**: -0.22656 / -0.22378 hartree
**Gap between HOMO and LUMO (spin up / spin down)**: 9.10 / 9.15 eV


Record 4
Here is an isolated molecule of C3H6N4S in a non-equilibrium geometry from the Open Molecules 2025 dataset. Energies are from ωB97M-V/def2-TZVPD.

Element x y z (Å)
C1 1.129 0.954 0.024
C2 0.106 -1.533 0.201
C3 -0.925 -0.409 -0.084
H1 -1.392 2.243 -0.973
H2 -1.806 1.944 0.648
H3 1.483 1.951 0.161
H4 2.008 -1.997 -0.292
H5 -0.316 -2.450 -0.275
H6 0.184 -1.629 1.256
N1 -0.989 2.015 -0.043
N2 -0.245 0.814 -0.079
N3 1.976 -0.040 -0.055
N4 1.360 -1.169 -0.376
S1 -2.574 -0.694 -0.110

Forces on atoms 1 to 6 (eV/Å):
C 1.88 -1.44 0.49
C -2.02 0.64 -1.46
C 0.87 0.19 0.77
H 0.37 -0.55 0.82
H 1.64 -0.28 -1.39
H 0.05 0.37 0.18

Calculated values
**Multiplicity**: 1
**Energy above the lowest of the compared OMol25 structures with the same formula, charge and spin**: 60.8 kcal/mol
**SMILES string**: NN1C=NNCC1=S
**Lowest unoccupied orbital energy**: 0.00097 hartree
**Gap between HOMO and LUMO**: 8.33 eV


Record 5
Here is a structure of composition C3H6ClCoO3 in a non-equilibrium geometry from the Open Molecules 2025 dataset. Energies are from ωB97M-V/def2-TZVPD.

Element x y z (Å)
Co1 2.780 -3.463 3.804
Cl1 2.412 -1.222 3.535
C1 1.125 0.945 1.071
O1 0.485 1.216 -0.156
C2 -0.411 0.341 -0.583
O2 -0.870 -0.584 0.040
O3 -0.827 0.697 -1.783
C3 -1.866 -0.011 -2.403
H1 1.589 1.883 1.365
H2 1.863 0.149 0.953
H3 0.395 0.630 1.819
H4 -2.789 0.379 -1.957
H5 -1.866 -1.088 -2.235
H6 -2.020 0.128 -3.471

Forces on atoms 1 to 6 (eV/Å):
Co -0.57 3.23 -0.41
Cl 0.54 -3.25 0.42
C -0.23 -0.16 0.46
O 0.33 0.32 -0.64
C -1.42 -0.49 0.06
O 0.53 -0.27 0.35

Calculated values
**Multiplicity**: 4
**Charge**: +1
**Lowest unoccupied orbital energy (spin up / spin down)**: -0.29849 / -0.34284 hartree
**Gap between HOMO and LUMO (spin up / spin down)**: 4.87 / 3.66 eV


Record 6
Here is a cluster of 2 separate species, C5H14 in total in a non-equilibrium geometry from the Open Molecules 2025 dataset. Energies are from ωB97M-V/def2-TZVPD.

Element x y z (Å)
C1 0.463 1.469 0.617
C2 0.820 0.579 1.831
C3 1.613 1.703 -0.359
H1 -0.337 0.956 0.102
H2 0.048 2.410 0.967
H3 -0.084 0.523 2.443
H4 2.536 1.855 0.209
H5 1.832 1.002 -1.168
H6 1.654 0.938 2.410
H7 1.017 -0.429 1.464
H8 1.393 2.610 -0.937
C4 -1.620 -1.047 -0.715
C5 -1.079 -2.392 -1.249
H9 -2.699 -0.893 -0.646
H10 -1.485 -0.930 0.370
H11 -1.083 -0.222 -1.169
H12 -1.102 -3.116 -0.437
H13 -1.773 -2.747 -2.006
H14 -0.115 -2.271 -1.726

Forces on atoms 1 to 6 (eV/Å):
C 0.40 -0.90 0.18
C -1.02 0.06 -0.98
C 0.14 1.06 -0.22
H -0.26 0.16 -0.05
H 0.15 0.25 0.00
H 0.27 -0.08 0.27

Calculated values
**Multiplicity**: 1
**Energy above the lowest of the compared OMol25 structures with the same formula, charge and spin**: 13.1 kcal/mol
**SMILES string**: CCC.CC
**Lowest unoccupied orbital energy**: 0.04085 hartree
**Gap between HOMO and LUMO**: 12.26 eV


Record 7
Here is a structure of composition C34H46ClF4I3N6O15S in a non-equilibrium geometry from the Open Molecules 2025 dataset. Energies are from ωB97M-V/def2-TZVPD.

Element x y z (Å)
C1 1.577 -4.762 -1.033
C2 0.849 -4.309 -2.385
O1 -0.409 -4.396 -2.480
N1 1.564 -3.784 -3.586
C3 1.840 -2.332 -3.268
C4 0.575 -1.383 -3.636
C5 0.940 0.178 -3.303
C6 -0.020 0.574 -2.044
C7 0.397 1.874 -1.240
Cl1 1.380 2.840 -2.530
C8 -0.701 2.964 -0.824
C9 -0.753 2.624 0.784
C10 -2.215 2.001 0.925
C11 -2.546 0.643 0.161
C12 -4.066 0.217 0.595
C13 -5.017 0.259 -0.703
C14 -6.429 -0.495 -0.492
N2 -7.380 0.285 0.373
C15 -1.019 4.130 1.366
O2 -1.966 4.355 2.211
O3 -0.228 5.219 1.057
C16 0.581 1.835 1.310
C17 0.464 0.281 1.662
C18 -0.577 -0.200 2.754
S1 -1.199 -1.964 2.471
C19 -2.619 -2.176 3.610
N3 -3.625 -3.177 3.368
N4 -4.519 -3.078 4.410
C20 -4.072 -2.040 5.272
O4 -2.877 -1.431 4.788
C21 1.237 2.633 2.528
I1 3.225 1.872 3.156
C22 0.369 2.671 3.900
C23 0.247 4.216 4.427
I2 1.457 1.640 5.534
N5 1.343 1.829 -0.032
I3 2.341 3.699 -0.491
C24 2.538 0.946 -0.225
O5 2.522 -0.276 -0.535
N6 3.961 1.477 -0.165
C25 4.567 0.902 -1.404
O6 4.380 1.356 -2.539
F1 5.407 -0.263 -1.318
H1 1.627 -5.892 -0.900
H2 0.979 -4.278 -0.173
H3 2.613 -4.266 -1.000
H4 2.460 -4.318 -3.603
H5 2.094 -2.297 -2.144
H6 2.794 -2.016 -3.834
H7 -0.356 -1.749 -3.089
H8 0.391 -1.481 -4.762
H9 0.679 0.752 -4.255
H10 2.047 0.172 -3.039
H11 -0.149 -0.389 -1.453
H12 -1.049 0.781 -2.531
H13 -0.600 4.049 -1.149
H14 -1.612 2.634 -1.457
H15 -2.930 2.786 0.461
H16 -2.606 1.904 2.009
H17 -2.589 0.756 -0.979
H18 -1.897 -0.257 0.390
H19 -4.033 -0.839 1.029
H20 -4.457 0.911 1.430
H21 -5.182 1.365 -0.981
H22 -4.462 -0.318 -1.535
H23 -6.895 -0.583 -1.545
H24 -6.264 -1.569 -0.125
H25 -6.787 0.910 0.948
H26 -7.966 0.869 -0.249
H27 0.210 -0.261 0.670
H28 1.464 -0.210 1.976
H29 -1.448 0.484 2.998
H30 0.014 -0.296 3.746
H31 -4.538 -1.649 6.245
H32 1.466 3.744 2.311
H33 -0.707 2.306 3.802
H34 1.132 4.420 5.116
H35 -0.721 4.322 5.048
H36 0.269 4.977 3.579
H37 4.474 0.966 0.589
C26 2.048 -7.636 -6.965
C27 1.463 -7.752 -5.594
O7 2.433 -7.128 -4.777
C28 3.032 -6.198 -5.571
O8 3.708 -5.300 -5.159
O9 2.761 -6.409 -6.888
F2 1.354 -9.050 -5.220
H38 2.744 -8.447 -7.197
H39 1.283 -7.597 -7.742
H40 0.500 -7.249 -5.470
C29 -2.187 5.864 -5.339
C30 -1.165 5.512 -4.306
O10 -1.929 5.375 -3.126
C31 -3.164 4.972 -3.539
O11 -3.991 4.498 -2.818
O12 -3.336 5.167 -4.878
F3 -0.282 6.523 -4.131
H41 -2.400 6.936 -5.372
H42 -1.901 5.533 -6.338
H43 -0.627 4.580 -4.505
C32 5.199 -1.336 8.538
C33 5.794 -0.039 8.091
O13 5.172 0.185 6.841
C34 3.956 -0.420 6.927
O14 3.047 -0.215 6.170
O15 3.893 -1.279 7.981
F4 7.128 -0.158 7.894
H44 5.729 -2.204 8.135
H45 5.159 -1.423 9.625
H46 5.592 0.803 8.759

Forces on atoms 1 to 6 (eV/Å):
C 0.11 1.53 -0.20
C -3.89 -0.90 -0.90
O 4.40 0.41 0.78
N 0.30 -0.58 2.29
C 0.16 0.33 0.18
C 1.15 -0.15 -0.36

Calculated values
**Multiplicity**: 1
**Lowest unoccupied orbital energy**: -0.08000 hartree
**Gap between HOMO and LUMO**: 5.36 eV


Record 8
Here is a cluster of 2 separate species, C33H34BF3O2S in total in a non-equilibrium geometry from the Open Molecules 2025 dataset. Energies are from ωB97M-V/def2-TZVPD.

Element x y z (Å)
C1 -2.273 3.503 -1.682
C2 -1.019 3.023 -1.065
C3 -0.793 2.797 0.284
C4 0.597 2.749 0.594
C5 1.422 2.940 -0.504
B1 -1.677 -1.044 -0.301
C6 2.843 3.247 -0.488
C7 3.558 3.320 0.733
C8 4.943 3.409 0.725
C9 5.618 3.539 -0.483
C10 7.121 3.623 -0.495
F1 7.630 3.281 -1.717
F2 7.570 4.892 -0.217
F3 7.689 2.771 0.417
C11 4.920 3.563 -1.690
C12 3.539 3.461 -1.693
O1 -2.040 -0.637 0.955
C13 -3.480 -0.788 0.985
C14 -3.804 -2.183 1.537
C15 -4.104 0.289 1.853
C16 -3.861 -0.707 -0.567
C17 -5.057 -1.545 -0.950
C18 -4.015 0.733 -1.058
O2 -2.699 -1.236 -1.211
S1 0.456 3.066 -1.962
H1 -3.023 3.618 -0.885
H2 -2.119 4.462 -2.207
H3 -2.670 2.809 -2.438
H4 -1.605 2.696 1.005
H5 0.984 2.628 1.604
H6 3.020 3.325 1.683
H7 5.491 3.389 1.662
H8 5.453 3.669 -2.625
H9 2.991 3.562 -2.628
H10 -4.835 -2.504 1.332
H11 -3.123 -2.952 1.141
H12 -3.717 -2.166 2.629
H13 -5.198 0.211 1.802
H14 -3.823 0.141 2.900
H15 -3.806 1.307 1.576
H16 -5.919 -1.269 -0.327
H17 -5.329 -1.356 -1.995
H18 -4.840 -2.611 -0.823
H19 -4.966 1.141 -0.698
H20 -3.173 1.360 -0.712
H21 -4.020 0.755 -2.159
C19 -0.177 -0.638 -0.977
C20 1.118 -0.258 -0.331
C21 2.193 -0.035 -1.212
C22 3.505 0.039 -0.760
C23 3.747 -0.032 0.616
C24 2.675 -0.089 1.513
C25 1.362 -0.233 1.039
C26 0.061 -2.082 -1.470
C27 -0.670 -3.197 -1.115
C28 -0.540 -4.086 0.039
C29 -1.483 -5.141 0.167
C30 -1.515 -5.961 1.289
C31 -0.598 -5.774 2.329
C32 0.350 -4.752 2.212
C33 0.391 -3.914 1.093
H22 -0.422 0.065 -1.786
H23 1.981 0.065 -2.279
H24 4.332 0.144 -1.473
H25 4.777 0.021 0.987
H26 2.864 -0.078 2.597
H27 0.520 -0.306 1.730
H28 0.911 -2.209 -2.135
H29 -1.437 -3.570 -1.811
H30 -2.163 -5.337 -0.668
H31 -2.273 -6.735 1.375
H32 -0.587 -6.447 3.188
H33 1.059 -4.588 3.019
H34 1.165 -3.155 0.983

Forces on atoms 1 to 6 (eV/Å):
C -0.81 -0.12 -0.58
C 0.66 0.09 1.16
C 0.12 0.00 -1.12
C 0.40 0.27 -0.60
C -1.31 0.54 0.77
B 2.26 2.59 -0.86

Calculated values
**Multiplicity**: 1
**Energy above the lowest of the compared OMol25 structures with the same formula, charge and spin**: 67.5 kcal/mol
**SMILES string**: CC1(C)OB([C@H](/C=C\c2ccccc2)c2ccccc2)OC1(C)C.Cc1ccc(-c2ccc(C(F)(F)F)cc2)s1
**Lowest unoccupied orbital energy**: -0.03302 hartree
**Gap between HOMO and LUMO**: 5.80 eV